The following is a quantum chemistry calculation of C29H46F3IN7O9PS3Ti as an isolated structure, from OMol25.

The geometry in ORCA input format:
```
! wB97M-V def2-TZVPD RIJCOSX def2/J DEFGRID3
* xyz 0 3
Ti -0.64459 -0.23860 -1.34543
N 2.98578 -0.05221 0.15823
N 3.25713 0.85332 -0.86884
C 2.25171 1.49826 -1.48168
N 2.58112 2.39767 -2.41389
N 1.00847 1.21691 -1.08529
N -0.05201 1.86539 -1.71128
O -0.03946 2.65398 -2.67586
O -1.18616 1.60950 -1.03621
H 3.69341 0.03349 0.87712
H 2.96638 -1.01044 -0.18431
H 4.15553 0.83656 -1.33189
H 1.84030 2.85510 -2.92725
H 3.54276 2.65258 -2.55053
C -2.38551 -3.10965 -5.76572
S -1.02437 -3.79805 -4.80630
C 0.10704 -4.17768 -6.15556
H -2.86406 -3.87060 -6.38106
H -2.03488 -2.29678 -6.40335
H -3.11801 -2.71327 -5.06469
H 0.36268 -3.27933 -6.71978
H -0.31812 -4.91953 -6.83024
H 1.01518 -4.58798 -5.71720
C -2.03168 2.30345 5.15713
C -1.29111 1.38796 4.18257
C 0.08028 1.00638 4.74715
C -2.11505 0.10226 4.01718
P -1.07055 2.04655 2.43653
C -2.74308 2.63745 2.00401
C -3.32879 3.81479 2.47184
C -4.62050 4.15844 2.10493
C -5.35619 3.32222 1.27524
C -4.79252 2.14435 0.81059
C -3.49314 1.81208 1.16708
C 0.09494 3.52224 2.39981
C -0.26269 4.32996 1.14565
C 1.50637 2.94223 2.20730
C 0.12262 4.45925 3.60810
H -2.10359 1.80601 6.12862
H -3.04775 2.50457 4.81578
H -1.52567 3.25366 5.31212
H -0.05571 0.39589 5.64334
H 0.66839 1.87883 5.03255
H 0.66343 0.41738 4.03415
H -2.32079 -0.32041 5.00365
H -1.57198 -0.65582 3.44760
H -3.07156 0.28615 3.52477
H -2.77968 4.47023 3.13260
H -5.05751 5.07732 2.47427
H -6.36677 3.58965 0.99490
H -5.35779 1.48190 0.16761
H -3.05856 0.89243 0.79125
H -0.37627 3.68639 0.27145
H 0.53772 5.04677 0.94338
H -1.19218 4.88562 1.26823
H 1.53973 2.24448 1.36675
H 1.85834 2.41617 3.09397
H 2.20567 3.75945 2.00889
H -0.84110 4.92643 3.80323
H 0.83933 5.26251 3.41274
H 0.44814 3.94996 4.51414
N 1.81183 -2.86891 -0.11821
C 2.94634 -3.31147 0.59725
C 3.71599 -4.38194 0.15856
C 4.93679 -4.65374 0.76759
C 5.40031 -3.86520 1.80525
C 4.60133 -2.84199 2.28958
C 3.38081 -2.56659 1.69627
S 7.05312 -4.08692 2.49415
O 7.45285 -5.40912 2.04964
O 6.85182 -3.94489 3.92620
O 7.79088 -2.98998 1.88287
H 1.22639 -3.55680 -0.56892
H 1.25881 -2.21485 0.41892
H 3.38078 -4.98274 -0.68110
H 5.56068 -5.47114 0.42832
H 4.95120 -2.26685 3.13816
H 2.74676 -1.77440 2.08716
O -0.22137 -0.58852 0.78103
H -0.88706 -1.17292 1.18716
H -0.28519 0.26188 1.31615
I 1.72600 -1.51466 -3.31608
C 0.18759 -0.52561 -4.29807
C 0.26107 -0.19956 -5.63966
C -0.80217 0.48699 -6.20383
C -1.89913 0.81500 -5.42110
C -1.89474 0.43887 -4.09433
N -0.86526 -0.21775 -3.54180
H 1.12993 -0.47074 -6.22136
H -0.77204 0.76373 -7.24955
H -2.74274 1.35256 -5.82790
H -2.72173 0.66076 -3.43201
F -4.26541 -4.11322 -0.74980
C -3.15028 -3.84736 -1.41151
F -3.42978 -3.72498 -2.70508
F -2.27411 -4.82095 -1.23273
S -2.41988 -2.27435 -0.77131
O -2.56242 -2.33317 0.65262
O -3.00327 -1.12299 -1.45012
O -1.00780 -2.32930 -1.24247
*
```

Highest occupied orbital energy (alpha / beta) in eV: -6.862 / -6.862
Energy above the lowest of the compared OMol25 structures with the same formula, charge and spin in eV: 2.0789
LUMO energy (alpha / beta) in eV: -1.553 / -1.949
<S²>: 2.011
Orbital gap (alpha / beta) in Ha: 0.1951 / 0.1806

The following is a quantum chemistry calculation of one molecule with the formula C4H7N3S in a non-equilibrium geometry, from OMol25.

The geometry in ORCA input format:
```
! wB97M-V def2-TZVPD RIJCOSX def2/J DEFGRID3
* xyz 0 1
C -0.48645 -2.50951 -0.10779
C -0.50674 -0.39679 -0.87032
C 0.65813 1.35913 0.33910
C -0.03311 2.24121 -0.44685
H -1.10731 -2.43213 0.94521
H 0.64783 -2.57390 0.02516
H -0.62413 -3.45543 -0.55836
H 0.45557 -0.77988 0.85421
H 1.40393 1.02416 2.04347
H -0.72257 3.05094 -0.00598
H 0.61820 2.97819 -1.00109
N -0.94143 -1.60658 -1.06739
N 0.47316 0.03464 -0.02947
N 1.23017 1.86586 1.46319
S -1.06526 1.20009 -1.58309
*
```

Highest occupied orbital energy in eV: -9.151
Energy above the lowest of the compared OMol25 structures with the same formula, charge and spin in eV: 3.5569
LUMO energy in eV: 0.352
Structure (SMILES): [H]/N=C1/CS/C(=N/C)N1
Orbital gap in Ha: 0.3492

The following is a quantum chemistry calculation of C25H61NO11S5Si2 as an isolated structure in a non-equilibrium geometry, from OMol25.

The geometry in ORCA input format:
```
! wB97M-V def2-TZVPD RIJCOSX def2/J DEFGRID3
* xyz 0 1
C -1.35739 -1.15262 4.63735
C -0.07160 -0.60517 4.52846
Si 0.64703 0.10923 2.92557
C 2.34323 -0.74353 2.67607
C 3.12630 -0.22861 1.41613
C 3.88472 1.09655 1.67041
S 5.16619 0.83357 2.97891
C -0.39251 -0.25321 1.37699
O -0.58993 -1.69171 1.36299
C -0.13248 -2.26034 0.14336
O 0.92327 1.76665 3.22000
Si -0.35029 2.77737 2.75509
O -0.00274 4.30798 3.42823
C -2.03775 2.27852 3.42556
C -3.13474 2.73850 2.38645
O -3.52656 1.58881 1.61651
C -3.65718 1.81607 0.27473
O -2.90386 2.44880 -0.39892
C -4.86255 1.13140 -0.42025
C -4.26115 -0.07422 -1.22946
O -0.31680 2.98086 1.08160
C 0.93852 3.57584 0.65569
C 1.44390 2.69704 -0.50974
N 0.55836 2.97870 -1.67150
C 1.11905 2.21429 -2.84402
C 1.65966 3.29527 -3.84522
C 0.46867 3.65220 -4.78261
O 2.77879 2.79401 -4.56543
H -1.51372 -2.14746 4.20055
H -2.14754 -0.59207 5.16119
H 0.59901 -0.54366 5.41018
H 2.98293 -0.66370 3.56704
H 2.08060 -1.79598 2.44769
H 2.48293 -0.19820 0.52562
H 3.90374 -0.99031 1.20951
H 3.19526 1.91728 1.91570
H 4.43915 1.35205 0.75316
H 5.88854 1.98854 3.02097
H 0.12003 -0.00620 0.43083
H -1.40643 0.18726 1.36696
H -0.25229 -3.34733 0.23226
H -0.73292 -1.96094 -0.73724
H 0.94681 -2.06400 -0.00304
H -0.09676 4.99008 2.75952
H -2.24914 2.74531 4.40027
H -2.19388 1.19527 3.53826
H -2.81389 3.60333 1.78980
H -4.03392 3.06272 2.94468
H -5.59038 0.73909 0.29945
H -5.26466 1.87945 -1.11161
H -4.38874 -1.03199 -0.69836
H -4.73533 -0.18595 -2.21598
H -3.17701 0.04615 -1.39135
H 1.67250 3.65669 1.47719
H 0.69744 4.59817 0.31591
H 2.49830 2.89315 -0.74284
H 1.24209 1.65282 -0.21322
H -0.36093 2.61262 -1.44257
H 1.92896 1.55458 -2.48795
H 0.27879 1.63731 -3.26206
H 1.93085 4.16599 -3.22080
H 0.34000 2.80975 -5.47904
H 0.64287 4.61503 -5.27980
H -0.43643 3.67956 -4.15105
H 3.54394 3.20602 -4.15496
C -3.39114 -4.59682 -0.23105
S -2.21955 -5.53327 -1.22387
O -1.01702 -4.66843 -1.41190
C -3.17998 -5.46052 -2.74469
H -2.97894 -4.47363 0.76907
H -3.55047 -3.61700 -0.67991
H -4.33403 -5.13832 -0.16960
H -3.35692 -4.42050 -3.01970
H -4.12717 -5.98010 -2.59950
H -2.61161 -5.95429 -3.53100
C 3.73269 -7.33106 0.15467
S 2.70794 -5.87303 -0.11535
O 2.71884 -5.08631 1.15026
C 1.14098 -6.75563 -0.18261
H 4.76555 -7.00580 0.26701
H 3.41203 -7.84622 1.06064
H 3.65308 -7.99483 -0.70678
H 0.98776 -7.30966 0.74506
H 1.14184 -7.43780 -1.03371
H 0.34869 -6.01870 -0.30787
C 5.38753 6.37783 -5.27060
S 6.38789 4.91086 -5.57310
O 5.67149 3.75588 -4.96468
C 7.72397 5.36218 -4.45196
H 4.46939 6.28802 -5.84866
H 5.14552 6.44847 -4.20959
H 5.93489 7.26371 -5.59385
H 7.33099 5.49895 -3.44411
H 8.19661 6.28035 -4.80194
H 8.45452 4.55544 -4.45182
C -4.25269 -2.40132 2.97506
S -5.72521 -3.31379 2.48564
O -5.84702 -3.19634 1.00305
C -6.90448 -2.16300 3.21266
H -3.37958 -2.92310 2.58715
H -4.28557 -1.39258 2.56042
H -4.19726 -2.36167 4.06314
H -6.76501 -1.17075 2.78243
H -6.76053 -2.13101 4.29290
H -7.90898 -2.51890 2.99091
*
```

Highest occupied orbital energy in eV: -7.545
LUMO energy in eV: -0.199
Orbital gap in Ha: 0.2700